Run 1
ORCA calculation (the ωB97M-V functional and the def2-TZVPD basis) on a cluster of 2 separate species, C2H6S in total.

CARTESIAN COORDINATES (ANGSTROEM)
C 1.0027 -0.0024 -0.6140
C -0.2182 -0.2176 0.3148
S -1.8543 -0.1114 -0.4830
H 0.8013 0.8638 -1.3156
H 0.9814 -1.0156 -1.2270
H 1.9704 0.1368 -0.0838
H -0.2607 -1.1224 1.0069
H -0.2117 0.6351 1.0219
H -2.2109 0.8336 1.3798

The molecular weight is 62.14 g/mol. As for the HOMO-LUMO gap: 0.279 Eh. The HOMO energy comes out at -9.1171 eV.

***

Run 2
ORCA calculation (the ωB97M-V functional and the def2-TZVPD basis) on a cluster of 2 separate species, C2H6S in total.

CARTESIAN COORDINATES (ANGSTROEM)
C -1.4234 0.1251 -0.1914
S -1.7878 1.4900 0.6267
H -1.6776 -0.8577 0.2091
H -1.6691 0.1084 -1.2599
C 1.3590 -0.2238 0.1194
H 1.7836 0.3379 0.9502
H 1.4362 -1.2904 0.2777
H 1.6992 0.1523 -0.8429
H 0.2799 0.1582 0.1111

The SMILES is C=S.C. The molecular weight is 62.14 g/mol. As for the HOMO-LUMO gap: 0.295 Eh. The HOMO energy comes out at -8.7855 eV.

***

Top of the stability list: run 2, leading by 31.8 kcal/mol.

***

Run 1
ORCA calculation (the ωB97M-V functional and the def2-TZVPD basis) on the molecule C4H6ClN.

CARTESIAN COORDINATES (ANGSTROEM)
C -0.3912 -0.0035 -1.2821
C 0.2438 -0.1215 0.0976
C -0.6571 -0.3416 1.2588
Cl 1.3182 -1.5945 -0.0416
C 1.3859 1.1106 0.2455
N 2.1734 1.8970 0.0427
H -1.1431 -0.7041 -1.5711
H -0.7524 1.1457 -1.3441
H 0.4712 0.0738 -1.9742
H -1.1338 -1.3509 0.9707
H -1.4557 0.4201 1.4701
H -0.0590 -0.5310 2.1278

The SMILES is CC(C)(Cl)C#N. The molecular weight is 103.55 g/mol. As for the HOMO-LUMO gap: 0.440 Eh. The HOMO energy comes out at -11.2781 eV.

***

Run 2
ORCA calculation (the ωB97M-V functional and the def2-TZVPD basis) on the molecule C4H6ClN.

CARTESIAN COORDINATES (ANGSTROEM)
C 1.3886 -0.9822 -0.8675
C 0.8486 0.3478 -0.9157
Cl 1.8915 1.7193 -1.0565
C -0.4873 0.6995 -0.0643
C -0.5892 0.0728 1.2886
N -1.4440 -0.5076 0.0779
H 2.3366 -0.9621 -1.4446
H 0.5972 -1.8317 -0.4901
H -1.0543 1.7252 -0.1388
H -1.3787 0.5049 2.0482
H 0.2260 -0.6498 1.6156
H -2.3351 -0.1360 -0.0529

The SMILES is C=C(Cl)[C@@H]1CN1. The molecular weight is 103.55 g/mol. As for the HOMO-LUMO gap: 0.364 Eh. The HOMO energy comes out at -9.2016 eV.

***

Run 3
ORCA calculation (the ωB97M-V functional and the def2-TZVPD basis) on the molecule C4H6ClN.

CARTESIAN COORDINATES (ANGSTROEM)
C -0.5905 1.9992 0.0102
C 0.0439 0.7254 0.3287
C 0.0703 -0.6010 0.3701
C -0.3177 -1.9435 -0.1069
N 1.2581 0.0030 0.8226
Cl 2.7461 -0.1687 -0.2892
H -0.7777 2.1303 -1.1405
H 0.1537 2.7247 0.1277
H -1.4635 2.0347 0.5129
H 0.5285 -2.4922 -0.5305
H -1.0658 -1.9305 -0.7956
H -0.5853 -2.4812 0.6905

The SMILES is CC1=C(C)N1Cl. The molecular weight is 103.55 g/mol. As for the HOMO-LUMO gap: 0.328 Eh. The HOMO energy comes out at -8.1505 eV.

***

Top of the stability list: run 1, leading by 56.5 kcal/mol.

***

Run 1
ORCA calculation (the ωB97M-V functional and the def2-TZVPD basis) on a structure of composition C4H8N3.

CARTESIAN COORDINATES (ANGSTROEM)
C -1.0103 -0.5710 0.3747
C -0.0761 -0.8327 -0.8042
C -0.2930 0.8231 0.2801
C 0.9623 0.2952 -0.2630
N 2.1554 0.6696 -0.5514
N -0.9067 1.8390 -0.2531
N 2.0096 -0.1946 0.5405
H -2.0911 -0.3604 0.1849
H -0.8675 -1.0852 1.3365
H 0.4369 -1.7594 -0.7487
H -0.5475 -0.6959 -1.8421
H -0.4088 2.4688 -0.8503
H -1.8769 1.6250 -0.5317
H 2.0852 0.0733 1.5662
H 2.2690 -1.1798 0.5194

The total charge is +1. The molecular weight is 98.13 g/mol. As for the HOMO-LUMO gap: 0.308 Eh. The HOMO energy comes out at -13.2065 eV.

***

Run 2
ORCA calculation (the ωB97M-V functional and the def2-TZVPD basis) on a cluster of 2 separate species, C4H8N3 in total.

CARTESIAN COORDINATES (ANGSTROEM)
C 4.8694 -0.0045 0.1343
C 3.5939 0.0582 -0.1400
C -1.3495 0.1182 0.0217
C -2.7521 -0.3981 0.0848
N -1.1047 1.2499 -0.6431
N -0.3369 -0.6234 0.4080
N 2.4580 -0.0686 -0.3894
H 5.7175 -0.1927 0.8163
H -3.1441 -0.8138 1.0496
H -2.7534 -1.2750 -0.4873
H -3.4005 0.3866 -0.3859
H -0.5878 -1.4980 1.0044
H 0.5731 -0.2917 0.4868
H -0.0683 1.4664 -0.9254
H -1.7148 1.8863 -1.0347

The total charge is +1. The molecular weight is 98.13 g/mol. As for the HOMO-LUMO gap (alpha / beta): 0.287 / 0.287 Eh. The HOMO energy (alpha / beta) comes out at -13.0443 / -13.0640 eV.

***

Top of the stability list: run 2, leading by 28.6 kcal/mol.

***

Run 1
ORCA calculation (the ωB97M-V functional and the def2-TZVPD basis) on the molecule C3H5NOS2.

CARTESIAN COORDINATES (ANGSTROEM)
O 2.3804 -0.6424 -0.3841
N 1.0945 -0.8867 0.1149
C 0.2938 0.1577 0.0774
C 0.6047 1.4295 -0.4111
S -0.3512 2.7181 -0.0674
C -1.0108 -0.1829 0.6566
S -2.5242 -0.3923 -0.4172
H 2.7406 -1.5142 -0.2787
H 1.5135 1.5514 -0.9671
H -0.9242 -1.1212 1.1975
H -1.4154 0.5925 1.2846
H -2.4017 -1.7096 -0.8054

The SMILES is O/N=C(\C=S)CS. The molecular weight is 135.21 g/mol. As for the HOMO-LUMO gap: 0.279 Eh. The HOMO energy comes out at -9.0690 eV.

***

Run 2
ORCA calculation (the ωB97M-V functional and the def2-TZVPD basis) on the molecule C3H5NOS2.

CARTESIAN COORDINATES (ANGSTROEM)
C -1.2100 -0.8922 0.6008
C -0.1828 0.3575 0.8005
S -0.0442 1.5513 2.0476
N 0.6903 0.4144 -0.2481
O 1.6431 1.4188 -0.0741
C 0.7954 -0.2436 -1.5730
S 1.1404 0.4713 -3.0437
H -2.0421 -0.7995 1.5209
H -0.6958 -1.9502 0.6606
H -1.8989 -0.8197 -0.2818
H 1.7391 1.5001 1.0305
H 0.0657 -1.0082 -1.4401

The SMILES is CC(=S)N(O)C=S. The molecular weight is 135.21 g/mol. As for the HOMO-LUMO gap: 0.277 Eh. The HOMO energy comes out at -9.1388 eV.

***

Top of the stability list: run 1, leading by 35.0 kcal/mol.